Model A:
Below is a gas-phase ion, C9H14N3 (charge +1), with properties calculated with wB97M-V/def2-TZVPD.

Atoms and positions in Å:
C  -2.239  0.399  -0.070
C  1.193  -0.637  -0.006
C  -1.033  -1.735  -0.108
C  -3.056  1.443  -0.224
C  -0.138  1.986  -1.272
C  1.152  0.121  1.294
C  0.565  1.593  1.040
C  2.393  -0.453  -0.847
C  -1.510  -3.118  0.069
N  -1.960  -0.792  0.045
N  0.242  -1.433  -0.418
N  -0.401  1.491  -0.112
H  -2.517  2.408  -0.148
H  -4.085  1.278  -0.319
H  0.636  2.741  -1.397
H  -0.837  1.720  -2.122
H  0.540  -0.366  2.154
H  2.224  0.275  1.699
H  0.185  1.879  1.975
H  1.356  2.284  0.738
H  2.413  -1.159  -1.557
H  3.326  -0.409  -0.189
H  2.159  0.598  -1.156
H  -0.709  -3.876  0.472
H  -1.743  -3.410  -0.930
H  -2.327  -3.073  0.633

SMILES string	C=C=[N+]=C(C)/N=C(/C)CCN=C
HOMO-LUMO gap	8.61	eV
total charge	+1



Model B:
Below is a gas-phase ion, C9H14N3 (charge +1), with properties calculated with wB97M-V/def2-TZVPD.

Atoms and positions in Å:
C  3.225  -0.831  -0.134
C  2.803  0.475  -0.272
C  2.105  -1.608  0.246
C  1.424  0.433  0.019
C  0.415  1.419  0.103
C  -0.219  -1.218  0.795
C  -1.370  -0.174  0.005
C  -2.709  -0.369  0.719
C  -1.519  -0.562  -1.521
N  1.095  -0.805  0.422
N  -0.872  1.142  0.289
N  0.658  2.760  0.144
H  4.146  -1.256  -0.313
H  3.450  1.219  -0.764
H  1.973  -2.616  0.683
H  -0.419  -1.005  1.792
H  -0.229  -2.270  0.648
H  -3.348  0.613  0.723
H  -2.596  -0.826  1.742
H  -3.177  -1.075  0.057
H  -2.316  0.104  -1.782
H  -1.807  -1.624  -1.583
H  -0.642  -0.416  -2.209
H  -1.540  1.985  0.089
H  1.544  3.121  0.332
H  -0.076  3.384  -0.231

SMILES string	CC1(C)Cn2cccc2C(=[NH2+])N1
HOMO-LUMO gap	8.83	eV
total charge	+1



On energetic grounds, model B is preferred over the next structure by 84.0 kcal/mol.



Model A:
Below is 12 unconnected molecules or ions with the total composition C2H25O13, with properties calculated with wB97M-V/def2-TZVPD.

Atoms and positions in Å:
C  1.367  0.426  -0.003
C  0.174  1.122  -0.614
O  0.351  2.325  -0.969
O  -0.900  0.471  -0.757
H  1.949  0.989  0.726
H  2.120  0.191  -0.767
H  1.116  -0.541  0.439
O  0.427  -3.328  1.512
H  -0.176  -2.650  1.889
H  0.003  -4.177  1.701
O  -3.429  1.585  0.793
H  -3.587  1.267  -0.103
H  -2.777  2.325  0.676
O  -0.494  2.727  -3.644
H  -0.597  1.904  -4.130
H  -0.330  2.450  -2.710
O  -3.121  -0.066  -2.440
H  -2.432  0.279  -1.828
H  -2.626  -0.395  -3.194
O  -1.381  -0.744  1.155
H  -2.295  -1.003  1.314
H  -1.431  -0.138  0.389
O  0.696  0.752  2.567
H  0.682  0.448  3.478
H  0.465  -0.035  2.046
O  -1.801  3.687  0.142
H  -1.121  3.153  -0.344
H  -2.122  4.357  -0.470
O  3.086  3.461  -1.542
H  2.389  2.799  -1.370
H  3.669  3.401  -0.779
O  -1.019  -2.316  -0.949
H  -0.737  -1.367  -0.912
H  -0.685  -2.752  -0.145
O  2.432  -2.430  3.353
H  1.927  -2.698  2.555
H  2.762  -3.257  3.722
O  2.765  -4.278  -0.077
H  2.667  -4.135  -1.025
H  2.011  -3.812  0.315

HOMO-LUMO gap	9.32	eV
total charge	-1



Model B:
Below is 12 unconnected molecules or ions with the total composition C2H25O13, with properties calculated with wB97M-V/def2-TZVPD.

Atoms and positions in Å:
C  0.326  0.915  0.847
C  -0.305  -0.102  -0.072
O  0.413  -0.897  -0.684
O  -1.562  -0.219  -0.008
H  1.211  1.232  0.294
H  0.693  0.482  1.777
H  -0.416  1.704  0.974
O  2.899  -0.765  1.221
H  3.625  -0.431  0.694
H  2.189  -0.899  0.594
O  1.862  -1.321  -3.109
H  1.327  -1.085  -2.352
H  1.455  -0.862  -3.844
O  -3.346  1.836  1.192
H  -2.718  1.285  0.725
H  -4.055  1.241  1.435
O  1.133  3.245  -2.173
H  1.586  4.041  -2.448
H  0.721  3.478  -1.341
O  -0.892  -3.543  -0.812
H  -1.781  -3.526  -1.166
H  -0.599  -2.632  -0.855
O  -1.667  -1.340  2.698
H  -0.934  -1.128  3.277
H  -1.294  -1.302  1.817
O  -2.322  1.337  -2.064
H  -2.040  0.892  -1.265
H  -1.616  1.178  -2.690
O  1.955  -4.012  -1.457
H  1.174  -3.656  -1.034
H  2.348  -3.262  -1.905
O  1.007  4.198  0.370
H  1.946  4.227  0.553
H  0.634  3.713  1.106
O  -3.124  -2.316  -1.076
H  -3.582  -1.972  -1.843
H  -2.660  -1.560  -0.715
O  2.475  0.451  4.559
H  2.296  1.368  4.353
H  1.637  0.007  4.426

HOMO-LUMO gap	9.38	eV
total charge	-1



On energetic grounds, model B is preferred over the next structure by 3.2 kcal/mol.



Model A:
Below is C11H20N2O3 in the gas phase, with properties calculated with wB97M-V/def2-TZVPD.

Atoms and positions in Å:
C  -1.218  0.143  2.238
C  0.142  -0.461  1.790
C  -2.144  -0.954  2.887
C  -3.342  -1.060  1.958
C  -3.016  -0.109  0.611
C  1.756  0.204  0.037
C  2.216  1.554  0.599
C  1.889  -0.199  -1.463
C  1.751  -1.735  -1.595
C  0.862  0.645  -2.241
C  1.202  0.721  -3.723
H  -2.345  1.594  1.424
H  -0.908  0.918  2.877
H  -1.555  -1.925  3.118
H  -2.566  -0.708  3.924
H  -4.278  -0.521  2.419
H  -3.547  -2.109  1.833
H  -2.841  -0.674  -0.288
H  -3.848  0.552  0.364
H  -0.502  0.649  0.422
H  2.114  -0.593  0.832
H  2.914  0.034  -1.827
H  1.412  -2.009  -2.724
H  0.930  -2.132  -1.033
H  2.541  -2.416  -1.418
H  -0.152  0.163  -2.203
H  0.734  1.712  -1.981
H  1.273  -0.302  -4.185
H  0.365  1.225  -4.339
H  2.195  1.185  -3.822
H  3.487  2.906  0.052
N  -1.859  0.746  1.098
N  0.421  0.099  0.623
O  0.861  -1.328  2.356
O  1.781  2.178  1.480
O  3.277  2.011  -0.099

SMILES string	CC[C@H](C)[C@H](NC(=O)[C@@H]1CCCN1)C(=O)O
HOMO-LUMO gap	9.81	eV
total charge	0



Model B:
Below is C11H20N2O3 in the gas phase, with properties calculated with wB97M-V/def2-TZVPD.

Atoms and positions in Å:
C  0.688  0.806  -0.351
C  0.048  -0.416  0.434
C  2.262  0.840  -0.166
C  3.115  1.088  1.127
C  3.037  -0.135  -1.098
C  2.955  -1.468  -0.668
C  -2.180  0.111  -0.725
C  -2.500  1.490  -0.158
C  -3.462  -0.732  -0.716
C  -3.012  -2.041  0.001
C  -2.055  -1.515  1.059
H  0.937  2.910  0.137
H  -0.072  1.560  1.390
H  0.541  0.785  -1.410
H  2.518  1.736  -0.675
H  3.185  0.234  1.890
H  4.077  1.432  0.770
H  2.794  1.953  1.705
H  4.128  0.133  -1.212
H  2.616  0.009  -2.100
H  3.540  -2.118  -1.408
H  1.879  -1.976  -0.747
H  3.145  -1.702  0.434
H  -1.624  0.060  -1.711
H  -4.480  -0.372  -0.357
H  -3.591  -0.893  -1.765
H  -2.349  -2.514  -0.683
H  -3.854  -2.716  0.205
H  -1.107  -2.166  1.434
H  -2.663  -1.014  1.836
H  -2.936  2.371  1.473
N  0.168  1.973  0.227
N  -1.294  -0.562  0.195
O  0.666  -1.163  1.259
O  -2.786  2.465  -0.852
O  -2.336  1.549  1.225

SMILES string	CC[C@H](C)[C@H](N)C(=O)N1CCC[C@H]1C(=O)O
HOMO-LUMO gap	9.59	eV
total charge	0



Model C:
Below is C11H20N2O3 in the gas phase, with properties calculated with wB97M-V/def2-TZVPD.

Atoms and positions in Å:
C  2.094  0.490  -1.133
C  0.661  0.213  -1.610
C  2.629  -0.745  -0.414
C  3.022  -0.244  0.997
C  3.261  1.251  0.746
C  -1.745  0.552  -0.883
C  -2.397  1.772  -0.299
C  -2.412  -0.721  -0.367
C  -1.862  -2.021  -1.047
C  -2.437  -0.891  1.181
C  -1.108  -1.107  1.868
H  2.369  2.429  -0.708
H  2.698  0.682  -2.036
H  1.902  -1.577  -0.391
H  3.528  -1.066  -0.973
H  3.887  -0.705  1.480
H  2.152  -0.330  1.669
H  4.234  1.455  0.262
H  3.266  1.804  1.705
H  0.001  1.311  -0.063
H  -1.874  0.577  -1.994
H  -3.487  -0.680  -0.633
H  -1.897  -1.930  -2.158
H  -0.819  -2.320  -0.866
H  -2.452  -2.908  -0.741
H  -3.032  -1.786  1.376
H  -2.904  0.037  1.555
H  -0.521  -0.192  1.909
H  -1.251  -1.332  2.944
H  -0.445  -1.890  1.483
H  -2.210  3.259  0.724
N  2.166  1.607  -0.168
N  -0.276  0.528  -0.646
O  0.399  -0.180  -2.720
O  -3.584  2.055  -0.420
O  -1.553  2.604  0.372

SMILES string	CC[C@H](C)[C@H](NC(=O)[C@@H]1CCCN1)C(=O)O
HOMO-LUMO gap	9.93	eV
total charge	0



On energetic grounds, model C is preferred over the next structure by 53.9 kcal/mol.